Formula: C36H50N5O5PS3SiSr
Source: the OMol25 dataset
Level of theory: ωB97M-V with the def2-TZVPD basis set

Values from the calculation:
Spin multiplicity: 1
HOMO level in eV: -2.17
E_LUMO in eV: 4.1073
ΔE to the lowest compared entry with this formula, charge and spin in kJ/mol: 169.4
HOMO-LUMO gap in eV: 6.277
M in g/mol: 875.707
Maximum force in eV/Å: 1.955
Total charge: -2

```
102
C36H50N5O5PS3SiSr | the OMol25 dataset | ωB97M-V with the def2-TZVPD basis set
Sr -1.112 -1.977 0.856
N -3.543 -2.215 -0.588
C -3.476 -3.632 -0.215
C -1.979 -4.013 -0.280
O -1.354 -3.410 -1.213
N -1.333 -4.633 0.668
C -1.957 -5.040 1.920
C -1.796 -3.923 3.002
O -1.179 -4.160 4.044
O -2.296 -2.810 2.637
H -4.487 -1.869 -0.653
H -3.088 -2.112 -1.489
H -4.025 -4.332 -0.860
H -3.850 -3.727 0.802
H -1.430 -5.916 2.301
H -3.022 -5.289 1.828
C -0.225 0.289 2.064
Si 1.556 0.127 2.088
C 2.104 -1.701 2.189
N 1.525 -2.657 1.233
C 2.115 -2.486 -0.126
C 2.790 -3.746 -0.649
C 3.786 -4.275 0.379
C 3.095 -4.553 1.728
C 1.654 -4.046 1.714
C 2.625 0.779 3.563
C 3.460 1.894 3.458
C 4.172 2.391 4.544
C 4.068 1.778 5.784
C 3.238 0.673 5.922
C 2.530 0.192 4.829
C 2.369 0.933 0.572
C 3.728 0.772 0.283
C 4.305 1.337 -0.845
C 3.526 2.087 -1.719
C 2.178 2.267 -1.452
C 1.613 1.696 -0.317
H -0.690 1.234 1.788
H -0.674 -0.072 2.999
H 1.801 -2.018 3.194
H 3.208 -1.759 2.180
H 2.859 -1.689 -0.081
H 1.378 -2.147 -0.866
H 3.300 -3.499 -1.581
H 2.036 -4.500 -0.893
H 4.575 -3.527 0.511
H 4.278 -5.174 -0.003
H 3.656 -4.086 2.542
H 3.077 -5.625 1.943
H 1.196 -4.094 2.703
H 1.033 -4.672 1.072
H 3.564 2.395 2.500
H 4.809 3.260 4.417
H 4.620 2.160 6.635
H 3.135 0.185 6.885
H 1.874 -0.661 4.982
H 4.350 0.186 0.955
H 5.359 1.186 -1.050
H 3.968 2.519 -2.610
H 1.551 2.830 -2.134
H 0.552 1.837 -0.127
N -0.893 0.950 -2.577
C -0.323 0.049 -3.385
N 0.244 -1.057 -2.990
C 0.691 -1.770 -4.081
C 1.277 -3.036 -4.008
C 1.693 -3.655 -5.173
C 1.531 -3.041 -6.417
C 0.930 -1.794 -6.508
C 0.511 -1.174 -5.340
S -0.303 0.353 -5.123
H -1.049 0.694 -1.615
H -1.556 1.636 -2.931
H 1.365 -3.515 -3.046
H 2.144 -4.639 -5.119
H 1.863 -3.541 -7.319
H 0.782 -1.317 -7.469
C -5.522 3.584 0.879
C -5.928 3.945 -0.538
C -6.074 5.446 -0.732
O -5.088 3.413 -1.575
P -3.487 3.210 -1.539
S -2.925 3.036 -3.428
S -2.912 1.817 -0.277
O -3.062 4.672 -0.945
C -1.750 4.912 -0.405
C -1.915 5.894 0.738
C -0.820 5.435 -1.486
H -6.299 3.956 1.554
H -4.573 4.041 1.160
H -5.421 2.509 1.008
H -6.895 3.473 -0.737
H -5.127 5.947 -0.533
H -6.834 5.839 -0.051
H -6.375 5.665 -1.757
H -1.371 3.966 -0.012
H -2.357 6.825 0.373
H -0.948 6.125 1.189
H -2.562 5.476 1.510
H -1.156 6.415 -1.836
H -0.801 4.756 -2.336
H 0.194 5.538 -1.086
```

Formula: C36H51B2N12O7P2RbS3
Source: the OMol25 dataset
Level of theory: ωB97M-V with the def2-TZVPD basis set

Values from the calculation:
Spin multiplicity: 1
HOMO level in eV: -3.62
E_LUMO in eV: 3.1871
ΔE to the lowest compared entry with this formula, charge and spin in kJ/mol: 195.7
HOMO-LUMO gap in eV: 6.812
M in g/mol: 1029.122
Maximum force in eV/Å: 1.356
Total charge: -2

```
114
C36H51B2N12O7P2RbS3 | the OMol25 dataset | ωB97M-V with the def2-TZVPD basis set
Rb -2.664 0.492 3.087
C 0.992 4.530 1.355
C 0.579 3.523 0.334
C -0.155 3.888 -0.731
C -0.581 2.914 -1.686
N -0.275 1.675 -1.566
N 0.512 1.280 -0.516
B 0.839 -0.123 -0.664
N 2.193 -0.651 -0.331
N 3.143 0.225 -0.718
C 4.383 -0.093 -0.609
C 4.768 -1.314 0.032
C 3.829 -2.202 0.422
C 4.173 -3.463 1.142
C 2.431 -1.911 0.145
S 1.213 -2.998 0.426
C 5.371 0.915 -1.193
C 5.217 2.249 -0.457
C 5.027 1.110 -2.676
C 6.814 0.424 -1.080
N 0.136 -0.958 -1.680
N 1.043 -1.339 -2.608
C 0.678 -2.065 -3.604
C -0.675 -2.519 -3.719
C -1.594 -2.138 -2.808
C -3.009 -2.607 -2.865
C -1.198 -1.258 -1.713
S -2.266 -0.668 -0.616
C 1.788 -2.391 -4.606
C 2.934 -3.085 -3.860
C 1.289 -3.292 -5.733
C 2.299 -1.071 -5.200
C 0.958 2.126 0.490
S 1.974 1.621 1.698
C -1.378 3.263 -2.940
C -1.728 4.749 -2.994
C -0.530 2.898 -4.166
C -2.668 2.435 -2.944
H 0.948 5.533 0.933
H 1.988 4.316 1.738
H 0.295 4.483 2.194
H -0.462 4.918 -0.834
H 5.811 -1.514 0.239
H 5.254 -3.601 1.186
H 3.709 -4.319 0.652
H 3.765 -3.431 2.154
H 4.191 2.608 -0.533
H 5.894 2.995 -0.882
H 5.438 2.136 0.607
H 3.990 1.428 -2.781
H 5.155 0.177 -3.232
H 5.678 1.869 -3.117
H 7.125 0.325 -0.037
H 7.478 1.146 -1.559
H 6.950 -0.540 -1.577
H -0.959 -3.187 -4.522
H -3.179 -3.217 -3.753
H -3.689 -1.754 -2.860
H -3.241 -3.182 -1.967
H 2.607 -4.045 -3.454
H 3.269 -2.467 -3.027
H 3.775 -3.259 -4.537
H 0.944 -4.256 -5.352
H 2.107 -3.481 -6.431
H 0.475 -2.824 -6.290
H 2.643 -0.410 -4.406
H 1.505 -0.560 -5.750
H 3.127 -1.262 -5.889
H -0.832 5.372 -3.039
H -2.320 5.049 -2.127
H -2.317 4.945 -3.893
H 0.402 3.471 -4.181
H -1.082 3.116 -5.084
H -0.278 1.837 -4.147
H -3.291 2.695 -2.086
H -2.435 1.372 -2.874
H -3.230 2.622 -3.863
C -2.708 -5.465 2.922
C -2.052 -4.419 2.243
N -2.256 -3.254 2.833
N -3.039 -3.510 3.896
C -3.327 -4.827 3.974
B -3.577 -2.432 4.854
N -2.413 -1.617 5.486
C -2.314 -1.258 6.786
C -1.122 -0.589 6.960
C -0.545 -0.584 5.675
N -1.327 -1.203 4.806
N -4.572 -1.507 4.074
C -5.496 -0.684 4.618
C -6.215 -0.106 3.595
C -5.641 -0.645 2.428
N -4.664 -1.489 2.730
H -2.730 -6.516 2.682
H -1.435 -4.471 1.358
H -3.949 -5.210 4.767
H -4.179 -2.983 5.750
H -3.088 -1.511 7.491
H -0.731 -0.169 7.871
H 0.393 -0.161 5.352
H -5.594 -0.574 5.686
H -7.033 0.589 3.674
H -5.911 -0.482 1.397
O -4.242 2.774 2.166
P -2.831 3.385 1.655
O -3.011 4.452 0.638
O -1.886 2.252 1.350
O -2.283 4.087 3.063
P -2.347 3.463 4.572
O -0.956 2.591 4.599
O -2.274 4.580 5.538
O -3.451 2.439 4.624
H -4.003 2.596 3.127
H -0.258 3.185 4.298
```

Formula: C36H51ClIN3O30P3
Source: the OMol25 dataset
Level of theory: ωB97M-V with the def2-TZVPD basis set

Values from the calculation:
Spin multiplicity: 1
HOMO level in eV: -12.09
E_LUMO in eV: -3.1066
HOMO-LUMO gap in eV: 8.983
M in g/mol: 1261.074
Maximum force in eV/Å: 2.200
Total charge: +1

```
125
C36H51ClIN3O30P3 | the OMol25 dataset | ωB97M-V with the def2-TZVPD basis set
C 0.199 4.012 -2.075
C 0.116 2.526 -1.731
P 1.334 2.332 -0.355
O 1.179 3.377 0.693
C -1.271 2.227 -1.092
C -2.477 2.969 -1.621
C -3.070 3.990 -0.871
C -4.201 4.620 -1.380
C -4.706 4.193 -2.617
N -4.147 3.221 -3.340
C -3.057 2.628 -2.856
N -1.591 0.733 -1.072
C -2.093 0.269 0.258
C -3.552 0.621 0.422
O -3.949 1.562 1.003
I -4.850 -0.757 -0.546
C -0.461 -0.186 -1.451
C 0.200 0.213 -2.733
P 1.659 -0.967 -3.125
O 2.807 0.113 -3.471
Cl 2.268 -1.416 -1.175
N 0.556 1.630 -2.825
P 0.505 2.225 -4.412
O -0.792 2.772 -4.820
O 0.977 0.953 -5.250
O 1.724 3.233 -4.494
H -0.072 4.584 -1.189
H -0.488 4.265 -2.879
H 1.220 4.285 -2.333
H 1.133 1.044 0.191
H 2.591 2.278 -0.968
H -1.161 2.516 -0.045
H -2.655 4.280 0.087
H -4.699 5.405 -0.831
H -5.592 4.656 -3.030
H -2.616 1.862 -3.481
H -2.355 0.549 -1.733
H -1.484 0.642 1.077
H -1.998 -0.815 0.251
H -0.910 -1.163 -1.633
H 0.191 -0.267 -0.591
H -0.508 -0.049 -3.525
H 3.064 0.710 -2.751
H 0.349 0.798 -5.972
H 2.499 2.840 -4.916
C 6.007 5.452 -2.211
C 4.515 5.737 -2.159
O 3.963 4.406 -2.145
C 4.903 3.563 -1.668
O 4.687 2.424 -1.372
O 6.086 4.169 -1.565
H 6.615 6.172 -1.673
H 6.380 5.347 -3.230
H 4.216 6.243 -1.241
H 4.138 6.284 -3.018
C -0.495 0.316 4.984
C 0.279 -0.950 5.302
O -0.384 -1.918 4.456
C -0.963 -1.281 3.443
O -1.399 -1.820 2.463
O -0.954 0.056 3.632
H 0.108 1.218 5.002
H -1.366 0.446 5.622
H 1.328 -0.899 5.008
H 0.208 -1.260 6.339
C -3.288 -1.580 -5.095
C -3.629 -3.020 -5.438
O -2.331 -3.582 -5.684
C -1.402 -2.862 -5.042
O -0.263 -3.165 -4.895
O -1.960 -1.711 -4.546
H -3.953 -1.137 -4.359
H -3.238 -0.939 -5.975
H -4.089 -3.552 -4.604
H -4.249 -3.124 -6.322
C -4.348 1.669 4.870
C -4.118 2.791 3.875
O -3.945 3.923 4.729
C -3.525 3.490 5.944
O -3.123 4.182 6.814
O -3.622 2.134 6.010
H -3.955 0.710 4.540
H -5.399 1.557 5.138
H -3.209 2.649 3.288
H -4.957 2.950 3.203
C 2.136 -3.583 1.828
C 0.803 -3.590 2.557
O 0.872 -4.820 3.286
C 2.171 -5.151 3.465
O 2.569 -6.020 4.163
O 2.962 -4.341 2.713
H 2.560 -2.591 1.695
H 2.092 -4.092 0.863
H 0.708 -2.768 3.266
H -0.063 -3.595 1.902
C 4.256 0.932 2.519
C 3.158 1.864 3.007
O 2.377 0.988 3.836
C 3.160 -0.040 4.242
O 2.825 -0.847 5.050
O 4.334 -0.023 3.588
H 5.218 1.413 2.376
H 3.983 0.398 1.606
H 3.547 2.680 3.616
H 2.511 2.255 2.231
C 6.841 -5.323 1.044
C 6.360 -4.607 2.293
O 7.169 -3.422 2.286
C 7.567 -3.177 1.019
O 8.090 -2.178 0.649
O 7.269 -4.231 0.221
H 6.064 -5.886 0.534
H 7.694 -5.975 1.237
H 5.314 -4.315 2.232
H 6.522 -5.169 3.208
C -5.262 -6.186 -0.904
C -6.552 -5.824 -0.188
O -6.863 -4.546 -0.764
C -6.267 -4.461 -1.971
O -6.466 -3.596 -2.765
O -5.406 -5.484 -2.148
H -5.143 -7.248 -1.092
H -4.379 -5.804 -0.389
H -7.365 -6.513 -0.417
H -6.448 -5.728 0.888
```

Formula: C36H52AsN5PdSSi
Source: the OMol25 dataset
Level of theory: ωB97M-V with the def2-TZVPD basis set

Values from the calculation:
Spin multiplicity: 1
HOMO level in eV: -13.06
E_LUMO in eV: -7.3428
ΔE to the lowest compared entry with this formula, charge and spin in kJ/mol: 0.0
HOMO-LUMO gap in eV: 5.721
M in g/mol: 796.342
Maximum force in eV/Å: 0.813
Total charge: +2

```
97
C36H52AsN5PdSSi | the OMol25 dataset | ωB97M-V with the def2-TZVPD basis set
Pd -0.305 1.756 -0.629
N -2.716 2.877 -1.117
C -3.243 3.543 0.083
C -2.133 3.981 1.035
N -1.159 2.927 1.350
C -1.530 2.063 2.483
C -2.698 1.124 2.193
N -2.630 0.547 0.844
H -3.472 2.443 -1.637
H -2.319 3.562 -1.753
H -3.840 4.427 -0.156
H -3.923 2.856 0.589
H -1.581 4.808 0.584
H -2.603 4.369 1.946
H -0.281 3.375 1.587
H -0.648 1.478 2.743
H -1.795 2.666 3.359
H -2.670 0.319 2.930
H -3.642 1.650 2.359
H -2.985 -0.405 0.872
H -3.231 1.044 0.199
C 2.572 6.465 -1.101
Si 3.126 5.490 -2.585
C 2.059 5.846 -4.063
C 4.917 5.807 -2.948
C 2.958 3.632 -2.192
C 4.016 2.737 -2.333
C 3.877 1.388 -2.027
C 2.663 0.925 -1.581
N 1.616 1.753 -1.469
C 1.770 3.056 -1.754
S 0.202 3.785 -1.448
H 2.817 7.519 -1.254
H 3.080 6.137 -0.193
H 1.495 6.398 -0.936
H 2.142 6.899 -4.343
H 1.004 5.640 -3.865
H 2.363 5.247 -4.924
H 5.060 6.873 -3.135
H 5.262 5.275 -3.837
H 5.563 5.536 -2.109
H 4.979 3.097 -2.675
H 4.704 0.701 -2.136
H 2.512 -0.112 -1.329
C -2.120 -7.537 -1.209
C -1.755 -6.143 -0.785
C -2.441 -5.038 -1.291
C -2.139 -3.750 -0.889
C -2.921 -2.586 -1.445
C -1.105 -3.585 0.047
As -0.733 -1.786 0.546
N -0.031 -0.777 -0.608
C 0.421 -1.356 -1.819
C 1.237 -2.494 -1.825
C 1.714 -2.992 -3.024
C 1.375 -2.370 -4.222
C 0.571 -1.234 -4.216
C 0.099 -0.722 -3.024
C -0.373 -1.468 2.366
C 0.766 -0.776 2.815
C 1.756 -0.033 1.960
C 1.012 -0.810 4.184
C 0.163 -1.433 5.088
C 0.458 -1.436 6.559
C -1.005 -2.030 4.605
C -1.305 -2.048 3.260
C -2.606 -2.665 2.801
C -0.391 -4.661 0.588
C 0.734 -4.535 1.585
C -0.741 -5.930 0.144
H -2.685 -7.536 -2.139
H -2.738 -8.011 -0.443
H -1.232 -8.154 -1.339
H -3.235 -5.191 -2.011
H -3.697 -2.935 -2.124
H -2.284 -1.896 -2.004
H -3.430 -2.027 -0.652
H 1.553 -2.936 -0.887
H 2.362 -3.858 -3.025
H 1.748 -2.763 -5.158
H 0.316 -0.747 -5.148
H -0.540 0.154 -3.003
H 1.538 -0.084 0.898
H 2.762 -0.417 2.138
H 1.769 1.022 2.243
H 1.903 -0.315 4.554
H 1.457 -1.062 6.770
H 0.370 -2.443 6.968
H -0.261 -0.809 7.090
H -1.700 -2.479 5.305
H -3.276 -2.798 3.648
H -2.460 -3.643 2.340
H -3.131 -2.029 2.079
H 1.000 -3.507 1.822
H 1.626 -5.033 1.204
H 0.470 -5.031 2.521
H -0.192 -6.781 0.534
```